Entry 1:
C13H17FMnN2 | ωB97M-V/def2-TZVPD

Structure (XYZ):
```
34
Properties=species:S:1:pos:R:3:forces:R:3
C 2.310646 -2.134367 0.841310 2.6 -0.6 -1.3
C 2.287969 0.083970 -1.344531 2.1 0.1 0.8
H 2.469483 -1.418385 1.642961 0.1 -0.1 0.1
H 3.226834 -2.067297 0.142128 -0.9 -0.9 1.4
H 1.928138 -3.139368 1.118885 0.5 0.9 -0.3
H 1.847727 1.061946 -1.216946 0.5 0.2 -0.1
H 3.142952 -0.139045 -0.621755 -0.3 0.9 -1.3
H 2.441217 -0.261422 -2.353558 0.6 0.4 -0.3
C 0.108411 -0.997527 2.543363 0.5 0.9 -3.3
C -0.540329 -0.557475 3.693969 0.1 -0.9 1.0
C -1.370659 0.559161 3.605456 -1.5 2.2 -1.0
C -1.556979 1.172599 2.378100 -0.7 0.1 3.1
H 0.758448 -1.878645 2.512405 -0.4 0.5 0.3
H -0.350922 -1.080457 4.614395 -0.1 0.0 0.2
H -1.878164 0.947799 4.489233 0.1 -0.1 -0.3
H -2.189648 2.031758 2.237649 -0.2 0.1 0.4
N 0.027160 -0.322104 1.393853 2.1 -2.9 1.2
C -0.874124 0.682641 1.250565 -0.4 1.8 -4.4
C -1.096833 1.237349 -0.106584 0.1 -1.0 2.3
N -0.422490 0.697287 -1.129937 0.9 -1.2 -1.4
C -0.536490 1.112741 -2.403539 -0.1 -0.4 2.2
C -2.123755 2.740702 -1.682803 -0.6 0.5 0.7
C -1.399318 2.154969 -2.712415 0.4 -0.3 -0.4
H 0.076903 0.581831 -3.137922 -0.3 0.3 0.3
H -1.450765 2.449330 -3.742882 -0.3 0.4 -0.2
C -1.989057 2.291994 -0.378093 -0.2 0.4 -0.6
H -2.528493 2.707305 0.445714 -0.4 0.5 0.0
H -2.815049 3.557504 -1.904286 0.2 -0.3 0.1
Mn 1.234965 -1.190997 -0.457308 -5.2 -0.9 0.6
C 0.417427 -1.932837 -2.208738 0.5 -0.6 -1.4
H 0.761210 -1.409373 -3.122955 0.0 -0.4 0.4
H -0.682953 -1.915940 -2.165145 0.5 0.2 0.4
H 0.723793 -2.993817 -2.214264 0.0 0.5 -0.1
F 0.042746 -2.631828 -0.006325 -0.4 -0.1 0.7
```
Positions in Å, forces in eV/Å.

Computed properties:
**Frontier orbital gap (spin up / spin down)**: 0.2054 / 0.1661 hartree
**HOMO energy (spin up / spin down)**: -0.214 / -0.312 hartree
**Electronic energy**: -1865.65976 a.u.
**Charge**: 0
**2S+1**: 6

=====

Entry 2:
C13H17HgIN2 | ωB97M-V/def2-TZVPD

Structure (XYZ):
```
34
Properties=species:S:1:pos:R:3:forces:R:3
C -1.679863 1.432043 -2.872351 -0.5 1.7 -0.7
C -1.676344 -1.576467 -2.888738 -0.3 -1.7 -1.0
H -2.664639 1.719115 -2.478752 0.4 -0.3 0.0
H -1.744577 1.051852 -3.897722 0.2 -0.2 0.4
H -0.951713 2.256235 -2.796394 -0.3 -0.3 -0.1
H -1.643681 -2.501840 -2.293560 -0.1 0.4 -0.2
H -2.698962 -1.316127 -3.179902 0.3 0.1 0.3
H -0.999672 -1.635598 -3.755875 -0.1 0.2 0.5
Hg -0.847255 -0.076906 -1.428183 0.0 -0.1 0.8
C 1.204520 -0.029606 -2.153580 0.2 0.1 -0.7
H 1.590479 -1.055332 -2.191944 -0.1 0.2 0.0
H 1.826358 0.590317 -1.498342 -0.3 -0.1 -0.1
H 1.148843 0.405286 -3.161717 0.2 -0.2 0.3
I -3.307149 -0.276421 0.026535 0.4 0.0 -0.1
C 0.116134 3.555752 1.537867 -0.1 -0.4 -0.2
C 0.700309 2.973273 2.661173 0.0 -0.4 -0.1
C 0.895158 1.586422 2.692903 -0.2 -0.3 -0.6
C 0.542452 0.804004 1.568973 -0.1 1.0 0.1
N 0.016961 1.403496 0.481081 -0.2 -0.1 0.6
C -0.236890 2.716392 0.473559 0.4 -0.2 0.6
C 0.690457 -0.695573 1.561832 0.1 -1.2 0.1
C 1.228338 -1.410351 2.655799 -0.2 0.2 -0.5
C 1.346251 -2.803813 2.592153 -0.2 0.4 -0.3
C 0.889024 -3.475773 1.455530 -0.1 0.5 -0.1
C 0.330286 -2.711267 0.421886 0.4 0.2 0.7
N 0.259907 -1.380378 0.484390 0.0 0.3 0.3
H -0.078705 4.624702 1.465387 0.1 -0.3 0.1
H 0.996311 3.578628 3.517674 -0.1 -0.1 -0.2
H 1.302529 1.086005 3.569460 -0.1 0.4 -0.2
H -0.751015 3.108366 -0.406211 0.2 -0.1 0.2
H 1.536575 -0.856086 3.536308 0.1 -0.3 -0.1
H 1.788112 -3.350715 3.424384 -0.1 0.1 -0.2
H 0.946896 -4.554333 1.352923 0.0 0.1 0.1
H -0.075442 -3.185291 -0.476554 0.1 0.2 0.3
```
Positions in Å, forces in eV/Å.

Computed properties:
**Frontier orbital gap (spin up / spin down)**: 0.2229 / 0.2275 hartree
**HOMO energy (spin up / spin down)**: -0.256 / -0.259 hartree
**Electronic energy**: -1066.03449 a.u.
**Charge**: 0

=====

Entry 3:
C13H17N3O5 | ωB97M-V/def2-TZVPD

Structure (XYZ):
```
38
Properties=species:S:1:pos:R:3:forces:R:3
N 1.625186 2.280824 0.424655 -1.1 -0.8 -1.4
C 1.222346 1.858762 -0.830191 -1.8 0.3 1.7
O 1.886310 1.660569 -1.797319 2.5 -0.2 -1.2
C -0.291309 1.760841 -1.169556 0.0 -0.5 0.5
C -1.431721 2.096657 -0.194860 -0.1 0.2 0.4
N -1.531011 3.525351 0.213832 -1.6 -3.6 2.4
C -1.283661 1.239757 1.115287 1.8 2.3 -0.4
O -0.690143 1.816027 2.061623 -1.4 -1.6 -0.9
N -1.584461 -0.075473 1.174399 -0.9 0.1 -1.6
C -1.756325 -1.110579 0.136480 -1.7 2.9 -0.6
C -0.980460 -2.367687 0.273827 0.6 0.6 -0.1
C 0.536770 -2.113189 0.197687 -2.7 -0.6 0.0
C 1.230009 -1.937525 1.368337 1.8 0.4 1.2
C 2.527329 -1.396746 1.344342 1.3 1.0 1.5
C 3.235059 -1.150859 0.127899 -2.4 -0.9 0.6
O 4.483991 -0.616086 -0.005028 -0.4 2.1 -2.2
C 2.505019 -1.482542 -1.004161 -2.2 -0.1 0.7
C 1.105032 -1.861027 -1.019157 3.6 0.7 0.6
C -3.155538 -1.204421 -0.515054 -3.4 -0.6 4.1
O -3.966994 -0.291599 -0.668256 2.3 -1.6 -0.4
O -3.546643 -2.521006 -0.573393 -3.1 1.7 -1.1
H 2.617561 2.448854 0.565221 -0.5 -0.4 0.3
H 0.923206 2.023246 1.138717 1.1 0.7 0.2
H -0.267941 2.513350 -1.947275 -0.6 0.0 -0.4
H -0.506514 0.765174 -1.642133 0.6 0.9 0.3
H -2.351662 1.786579 -0.690584 -0.1 0.2 0.0
H -0.897510 3.630127 0.964236 0.4 -0.2 1.7
H -1.177250 4.203920 -0.327039 1.2 2.4 -3.8
H -1.361346 -0.374287 2.064513 0.5 -1.3 2.1
H -1.623897 -0.575057 -0.748509 3.0 1.1 -1.9
H -1.328934 -2.823528 1.177043 0.2 -0.6 0.8
H -1.427780 -2.930315 -0.513024 0.5 -1.1 -0.7
H 0.852744 -2.212557 2.382066 -0.1 0.4 -1.1
H 2.929170 -1.026447 2.359154 -0.3 -0.9 -1.8
H 4.457711 -0.020177 -0.888323 0.1 -2.1 3.0
H 3.006670 -1.238373 -1.877256 0.5 0.2 -2.0
H 0.589499 -1.908867 -1.951888 -0.3 -0.2 -0.4
H -4.572511 -2.371709 -0.726313 2.7 -0.9 0.1
```
Positions in Å, forces in eV/Å.

Computed properties:
**Frontier orbital gap**: 0.3426 hartree
**Structure (SMILES)**: NC(=O)C[C@H](N)C(=O)N[C@@H](Cc1ccc(O)cc1)C(=O)O
**HOMO energy**: -0.332 hartree
**Electronic energy**: -1045.99586 a.u.
**Charge**: 0

=====

Entry 4:
C13H17N3O5 | ωB97M-V/def2-TZVPD

Structure (XYZ):
```
38
Properties=species:S:1:pos:R:3:forces:R:3
N -2.135943 1.444645 1.822943 -0.2 0.2 0.0
C -2.374557 0.008416 1.849771 -0.2 -0.2 -0.1
C -3.014193 -0.554753 0.553582 0.2 0.0 0.2
C -2.115262 -0.293916 -0.620997 -0.2 0.0 0.1
C -1.103093 -1.190488 -0.947828 -0.1 0.1 -0.1
C -0.202271 -0.910366 -1.958425 0.1 0.0 -0.2
C -0.290495 0.285313 -2.669376 -0.1 -0.1 0.2
O 0.598323 0.627344 -3.628679 0.0 0.0 -0.2
C -1.324226 1.171151 -2.372355 0.2 0.0 -0.2
C -2.221113 0.879081 -1.362136 0.1 -0.1 -0.1
C -1.069382 -0.750108 2.109331 -0.2 0.4 0.1
O -0.998938 -1.960104 2.108782 -0.1 -0.4 0.0
N -0.001984 0.054706 2.307678 0.4 0.2 0.1
C 1.319814 -0.462149 2.531959 0.0 -0.3 0.1
C 2.301074 -0.127848 1.422579 -0.5 0.2 -0.1
O 3.511871 -0.236007 1.570141 0.4 -0.1 0.2
N 1.755775 0.305134 0.274712 0.0 0.1 -0.1
C 2.571891 0.752952 -0.838005 0.3 -0.1 0.0
C 3.230860 -0.425137 -1.580028 -0.5 0.8 0.4
O 2.945382 -0.702969 -2.716400 0.1 -0.3 -0.4
O 4.114016 -1.096217 -0.877797 0.4 -0.4 0.2
H -2.997930 1.948056 1.998249 0.1 0.0 0.0
H -1.812447 1.717838 0.897478 -0.1 0.0 0.1
H -3.037051 -0.216316 2.692975 0.1 0.0 -0.1
H -3.155722 -1.626535 0.690518 -0.1 0.0 0.0
H -3.987960 -0.082915 0.405088 0.0 0.0 0.1
H -1.019348 -2.117919 -0.401988 0.0 -0.1 0.1
H 0.575451 -1.618383 -2.205998 0.1 -0.1 0.0
H 1.346418 0.002244 -3.636094 0.0 0.1 0.2
H -1.407864 2.081823 -2.944194 0.0 0.1 -0.1
H -3.026581 1.572509 -1.160277 -0.1 0.1 0.0
H -0.192183 1.043759 2.398821 -0.1 -0.1 0.0
H 1.742084 -0.109319 3.478054 0.0 0.0 -0.2
H 1.230531 -1.554814 2.586603 0.1 0.2 0.0
H 0.760238 0.208250 0.127461 0.1 0.0 0.1
H 1.952596 1.324548 -1.528105 0.1 -0.1 0.0
H 3.370689 1.393339 -0.445365 -0.1 0.0 -0.1
H 4.161530 -0.784844 0.067324 -0.2 0.1 -0.3
```
Positions in Å, forces in eV/Å.

Computed properties:
**Frontier orbital gap**: 0.3407 hartree
**Structure (SMILES)**: N[C@@H](Cc1ccc(O)cc1)C(=O)NCC(=O)NCC(=O)O
**HOMO energy**: -0.321 hartree
**Electronic energy**: -1046.14568 a.u.
**Charge**: 0

=====

Entry 5:
C13H17NO | ωB97M-V/def2-TZVPD

Structure (XYZ):
```
32
Properties=species:S:1:pos:R:3:forces:R:3
C 1.969460 -0.572344 -3.366145 1.2 2.8 0.4
C 1.026331 0.787758 -3.494667 1.8 -1.4 0.4
C 1.610148 2.128040 -2.841755 -1.0 -0.1 -2.9
C 1.969274 1.830928 -1.374026 -2.7 -4.1 -1.8
N 0.722449 1.152895 -0.711052 1.9 1.5 -2.0
C 1.088097 0.779755 0.573194 -1.5 -0.8 1.2
C 0.088903 -0.198689 1.102832 1.5 3.2 3.1
C -1.020439 -0.672589 0.622467 -2.0 -2.2 -0.5
C -1.832728 -1.103728 1.755839 -0.1 -1.3 0.0
C -3.099478 -1.688226 1.947628 3.0 2.1 -2.0
C -3.464247 -1.858003 3.251734 -1.6 -1.1 -2.4
C -2.755644 -1.551550 4.336278 2.2 0.5 2.6
C -1.409735 -1.118072 4.141109 -1.2 -0.2 3.1
C -1.016975 -0.917801 2.871417 -0.5 1.7 -1.1
O 0.054229 -0.168212 2.518735 1.3 -0.9 -1.0
H 2.983362 -0.223334 -3.879296 -1.9 -1.5 1.0
H 2.142827 -0.855488 -2.283952 0.0 0.5 -1.2
H 1.484737 -1.463565 -3.786710 0.3 0.6 -0.5
H 0.161455 0.447339 -2.974746 -1.1 0.3 -0.1
H 0.904300 0.892557 -4.579609 -0.4 0.3 0.4
H 0.868748 3.093576 -3.262362 2.0 -2.7 2.1
H 2.521282 2.271861 -3.469162 -0.2 0.3 0.8
H 2.653200 0.853428 -1.397643 -0.9 2.6 0.0
H 2.436340 2.613388 -0.864834 0.5 1.3 1.2
H -0.211268 1.506733 -0.729755 -0.2 1.1 -0.6
H 1.212988 1.600501 1.303356 0.2 -0.4 0.0
H 1.936204 0.237860 0.363874 2.8 -1.0 0.7
H -1.079787 -1.047087 -0.369207 -0.6 0.4 -0.9
H -3.631887 -1.731796 1.000226 -0.8 -0.8 0.7
H -4.296852 -2.461235 3.266617 -2.5 -0.7 1.1
H -3.282362 -1.657296 5.333323 1.3 0.0 -1.1
H -0.732937 -0.907603 4.996292 -0.6 0.0 -0.7
```
Positions in Å, forces in eV/Å.

Computed properties:
**Frontier orbital gap**: 0.3402 hartree
**Structure (SMILES)**: CCCCNCc1cc2ccccc2o1
**HOMO energy**: -0.309 hartree
**Electronic energy**: -635.41278 a.u.
**Charge**: 0

=====

Entry 6:
C13H17NO4 | ωB97M-V/def2-TZVPD

Structure (XYZ):
```
35
Properties=species:S:1:pos:R:3:forces:R:3
C -1.077602 0.884842 3.078626 -0.3 -0.2 -0.3
C -1.390120 1.419878 1.611635 0.2 0.3 2.1
C -2.655778 0.719627 1.076469 0.0 -0.3 0.7
O -3.828031 1.100078 1.836439 0.5 0.1 -0.2
C -1.636768 2.956873 1.665101 0.2 -0.3 0.5
O -0.429272 3.603480 1.120533 -1.4 -0.4 0.8
C 0.295250 2.661852 0.540916 2.1 -2.2 -2.5
O 1.269867 2.848041 -0.191077 -1.3 0.3 1.5
N -0.204335 1.364884 0.754711 -0.9 0.9 0.4
C 0.520469 0.150276 0.350909 -0.1 0.7 -0.3
C 0.424822 -0.094949 -1.158970 0.0 -0.3 -0.3
O -0.941289 -0.422448 -1.472233 0.1 -0.1 -0.6
C 1.328242 -1.225034 -1.596368 0.4 -1.3 0.1
C 2.328075 -0.974415 -2.547261 -0.2 -0.7 0.7
C 3.202433 -1.977043 -2.963377 -0.5 -0.1 0.2
C 3.023085 -3.271696 -2.518922 -0.2 -0.5 0.5
C 2.023833 -3.572227 -1.586580 -0.8 -0.1 0.3
C 1.174723 -2.558168 -1.085477 1.1 0.7 -1.0
H -0.898447 -0.217488 3.035117 -0.2 0.8 0.1
H -1.943599 1.088853 3.763562 0.7 -0.3 -0.7
H -0.173485 1.344835 3.530245 -0.5 -0.1 -0.5
H -2.779982 0.954381 0.043164 -0.1 0.2 -0.9
H -2.522952 -0.351452 1.177830 0.1 -0.4 -0.1
H -4.616498 0.687652 1.445110 0.6 0.2 0.1
H -1.863902 3.303720 2.692222 0.6 0.0 -0.6
H -2.511979 3.186541 1.075651 0.0 0.4 -0.5
H 0.087375 -0.734879 0.847896 0.2 0.5 0.1
H 1.583816 0.266524 0.623925 -0.4 -0.1 -0.1
H 0.714732 0.807435 -1.713997 0.0 0.0 0.3
H -0.951129 -0.715802 -2.411117 0.0 0.3 1.0
H 2.436293 0.022316 -2.914213 0.1 0.5 -0.2
H 4.006135 -1.778252 -3.642905 0.2 0.3 -0.3
H 3.668596 -4.082109 -2.864371 -0.2 0.3 0.0
H 1.887348 -4.643318 -1.302398 0.1 1.1 0.0
H 0.450075 -2.752806 -0.300797 0.0 -0.1 -0.3
```
Positions in Å, forces in eV/Å.

Computed properties:
**Frontier orbital gap**: 0.3563 hartree
**Structure (SMILES)**: C[C@@]1(CO)COC(=O)N1C[C@H](O)c1ccccc1
**HOMO energy**: -0.336 hartree
**Electronic energy**: -861.29061 a.u.
**Charge**: 0